[1]
The following is a quantum chemistry calculation of C42H38F3N7O2Tl as an isolated structure in a non-equilibrium geometry, from the OMol25 dataset.

XYZ file:
```
93
Properties=species:S:1:pos:R:3:forces:R:3:mulliken_charge:R:1
Tl 0.77547 1.41313 -0.28977 0.222 0.552 0.145 2.906
C -1.29242 5.10142 1.40227 0.170 -0.193 -0.097 -1.777
C -1.10048 4.03447 0.33267 -0.134 0.331 -0.065 0.711
O 0.09119 3.79373 -0.02485 0.098 0.155 0.108 -0.608
C -2.21963 3.43118 -0.21499 -0.099 0.116 0.315 -1.049
C -2.19537 2.38435 -1.15728 0.099 -0.187 -0.502 1.340
C -3.50186 1.89111 -1.72225 0.119 -0.072 0.110 -1.651
N -1.07849 1.84806 -1.59463 0.337 0.258 0.082 0.519
N -1.20820 0.89147 -2.57027 -0.363 -0.509 -0.475 -0.937
C -0.07789 0.35698 -2.96408 -0.254 0.620 0.335 -0.208
O 1.09026 0.65179 -2.54665 0.141 0.015 -0.034 -0.662
C -0.21471 -0.74034 -3.95509 0.072 -0.297 -0.230 0.413
C -1.43854 -1.06417 -4.53947 0.101 0.126 0.002 0.104
C -1.53699 -2.14483 -5.39715 -0.086 -0.025 -0.049 -0.741
C -0.41623 -2.91145 -5.68388 0.020 -0.174 -0.068 -0.397
C 0.80819 -2.58495 -5.12183 -0.029 -0.155 -0.132 -0.766
C 0.90786 -1.50529 -4.26587 -0.061 0.267 0.090 -0.057
H -0.31546 5.42754 1.75537 -0.016 0.010 -0.030 0.344
H -1.85178 4.69895 2.24426 -0.106 -0.024 0.101 0.321
H -1.84314 5.95200 1.00111 -0.038 0.055 -0.002 0.434
H -3.18720 3.77729 0.11918 -0.099 -0.047 0.060 0.290
H -4.33819 2.16898 -1.08514 -0.019 0.122 0.047 0.402
H -3.44800 0.80942 -1.82589 -0.115 -0.023 -0.068 0.331
H -3.64885 2.30904 -2.71746 -0.062 -0.039 -0.094 0.382
H -2.29410 -0.44843 -4.30628 -0.071 -0.008 0.066 0.401
H -2.49137 -2.39731 -5.84514 0.010 0.016 0.013 0.401
H -0.49753 -3.76446 -6.34438 -0.008 -0.037 -0.052 0.374
H 1.68518 -3.17476 -5.35413 0.032 -0.037 -0.003 0.400
H 1.85467 -1.22269 -3.82888 0.022 -0.003 0.080 0.403
C -2.10165 0.81322 1.77803 -0.181 0.017 -0.083 -1.711
N -0.75302 1.30659 1.69491 0.250 0.484 0.530 0.607
C -0.12391 1.69620 2.74231 -0.802 -0.260 -0.092 -0.620
C 1.20816 2.16546 2.66453 0.744 0.317 0.285 0.183
C 2.00377 2.74161 3.66373 -0.543 -0.223 -0.023 -1.286
C 3.19123 3.11678 3.05306 0.219 0.120 0.007 -1.132
C 3.07588 2.74429 1.71783 0.245 0.138 -0.095 -0.531
N 1.89855 2.16761 1.48109 -0.358 -0.098 0.167 0.552
C -2.36986 -0.23744 2.82905 -0.010 -0.009 0.054 0.816
C -1.37973 -1.09389 3.29579 0.046 0.055 0.019 -0.463
C -1.67216 -2.05470 4.25193 0.047 -0.090 0.010 -0.449
C -2.95992 -2.18274 4.74690 -0.005 -0.103 0.082 -0.531
C -3.95618 -1.34664 4.27214 -0.129 -0.059 0.047 -0.638
C -3.65973 -0.38105 3.32775 0.064 0.020 -0.052 -0.503
H -2.33015 0.38889 0.79246 -0.107 0.012 0.074 0.028
H -2.79224 1.65467 1.93542 0.048 -0.113 -0.109 0.557
H -0.59649 1.68143 3.73461 0.087 -0.035 -0.072 0.267
H 1.73130 2.86179 4.69724 -0.082 0.032 0.152 0.503
H 4.02827 3.60741 3.51608 0.162 0.024 0.011 0.469
H 3.79782 2.88423 0.93763 0.114 0.012 -0.219 0.468
H -0.37719 -1.00292 2.90227 0.100 0.001 -0.037 0.502
H -0.89445 -2.72146 4.60392 0.050 0.036 0.009 0.426
H -3.18665 -2.92742 5.49932 0.004 -0.028 -0.012 0.388
H -4.96863 -1.44919 4.63787 -0.060 0.017 0.048 0.384
H -4.43872 0.27388 2.96359 -0.100 0.090 -0.028 0.401
F -4.45021 -6.30306 -1.63754 -0.062 0.310 -0.106 -0.270
C -3.33190 -6.47218 -0.89793 -0.256 -0.507 -0.135 0.822
F -2.63974 -7.43985 -1.54139 0.295 0.048 -0.096 -0.273
F -3.74216 -7.02927 0.25380 0.039 0.099 0.326 -0.298
C -2.54841 -5.21768 -0.71120 0.035 0.022 0.068 0.609
C -2.07161 -4.54866 -1.83546 -0.119 -0.176 0.191 -1.441
C -1.35525 -3.38235 -1.68361 -0.018 0.017 0.045 0.419
C -1.11063 -2.86514 -0.40669 -0.299 -0.464 -0.060 -0.316
C -1.57865 -3.55632 0.71458 0.077 0.143 -0.126 -0.377
C -2.29050 -4.72562 0.56330 -0.154 -0.247 -0.193 -0.918
C -0.40097 -1.65317 -0.25503 0.530 0.438 0.298 1.255
C 0.24472 -0.64160 -0.06936 -0.433 -1.064 -0.115 -1.897
H -2.26299 -4.94728 -2.82065 -0.026 -0.011 -0.114 0.412
H -0.98684 -2.85142 -2.54693 0.048 0.058 -0.084 0.204
H -1.38959 -3.15715 1.69929 0.010 0.026 0.029 0.401
H -2.65032 -5.25645 1.43084 -0.058 -0.042 0.065 0.472
N 1.72811 3.83229 -2.02495 -0.016 0.321 -0.150 0.151
C 2.48372 4.62820 -2.78804 0.200 -0.001 -0.141 -0.323
C 3.76483 4.11884 -2.74706 0.007 0.116 -0.115 -1.174
C 3.67560 3.00661 -1.90544 -0.040 0.178 -0.149 -0.325
N 2.43523 2.86343 -1.47456 0.053 -0.339 0.364 0.155
H 0.77804 3.94715 -1.65754 0.026 0.046 -0.029 0.067
H 2.08105 5.47915 -3.30068 -0.114 0.118 -0.051 0.475
H 4.63602 4.48980 -3.24626 0.144 0.107 -0.123 0.404
H 4.46522 2.34271 -1.60681 0.032 -0.147 0.105 0.408
N 3.10944 -0.13550 -0.64333 0.034 0.055 -0.301 -0.208
C 3.70544 -0.42359 0.56164 0.328 -0.182 0.318 0.406
C 4.89201 0.19906 0.94717 -0.018 -0.046 -0.108 -0.210
C 5.43887 -0.04108 2.19139 0.055 -0.010 0.038 -0.614
C 4.81926 -0.90725 3.07515 0.115 -0.025 0.220 -0.638
C 3.64452 -1.53755 2.69680 0.108 -0.003 0.057 -0.549
C 3.09664 -1.31091 1.45253 -0.119 -0.005 -0.135 -0.105
H 2.48060 -0.82262 -1.02868 -0.085 0.112 -0.088 0.190
H 3.63611 0.37466 -1.33129 0.012 -0.126 -0.063 0.050
H 5.37630 0.88645 0.26695 0.052 0.079 -0.082 0.254
H 6.35472 0.45906 2.47644 0.044 0.035 0.013 0.391
H 5.24751 -1.08616 4.05037 0.022 -0.010 0.088 0.371
H 3.15109 -2.21444 3.38058 -0.048 -0.052 0.039 0.414
H 2.17398 -1.78996 1.16065 -0.083 -0.044 -0.028 0.293
```
Forces are in eV/Å.

Properties
Charge   -1
Max |F|   1.2 eV/A
HOMO-LUMO gap   6.6 eV
E_HOMO   -4.15 eV
Energy relative to the best compared isomer or geometry (same formula, charge and spin)   56.85 kJ/mol
Spin multiplicity   1

---

[2]
The following is a quantum chemistry calculation of a single C4H12N2O2 molecule in a non-equilibrium geometry, from the OMol25 dataset.

XYZ file:
```
20
Properties=species:S:1:pos:R:3:forces:R:3:nbo_charge:R:1
N -2.41849 -0.48062 -0.22226 0.338 0.192 0.683 -0.835
C -0.97938 -0.63659 -0.02173 -0.596 0.020 0.537 -0.088
C -0.32631 -1.40508 -1.15453 -0.098 0.070 -0.618 -0.076
O -0.68629 -2.77835 -1.03798 -0.513 0.363 0.335 -0.728
C -0.36540 0.70781 0.33391 0.420 -0.116 -0.856 -0.219
N 0.93802 0.49808 0.93432 -0.183 1.170 0.819 -0.646
C 1.66850 1.65479 1.34372 0.093 -0.278 0.014 0.094
O 2.20582 2.50789 0.33900 -0.660 1.116 0.344 -0.748
H -2.63856 0.08674 -1.01898 -0.105 0.044 -0.435 0.352
H -2.86970 -1.37493 -0.27321 -0.204 -0.232 -0.242 0.372
H -0.87818 -1.24034 0.88414 0.108 -0.118 -0.054 0.204
H 0.75740 -1.28917 -1.23214 0.108 0.015 0.316 0.156
H -0.73639 -1.04260 -2.10449 0.059 0.212 -0.007 0.162
H 0.06022 -3.30668 -1.27405 0.571 -0.539 -0.227 0.472
H -1.03322 1.19982 1.03698 0.056 -0.057 0.252 0.213
H -0.31332 1.37879 -0.54093 -0.043 -0.161 -0.069 0.167
H 1.53062 -0.18867 0.53880 0.244 -0.730 -0.595 0.359
H 2.49582 1.32782 1.98205 -0.152 0.021 0.116 0.156
H 0.98732 2.31516 1.88040 0.128 -0.089 0.244 0.170
H 2.60152 2.06614 -0.39304 0.426 -0.902 -0.556 0.463
```
Forces are in eV/Å.

Properties
Charge   0
Max |F|   1.4 eV/A
SMILES string   N[C@@H](CO)CNCO
HOMO-LUMO gap   9.8 eV
E_HOMO   -9.10 eV
Energy relative to the best compared isomer or geometry (same formula, charge and spin)   212.44 kJ/mol
Spin multiplicity   1